{"formula": "C32H45GeO5S2SiW", "method": "ωB97M-V with the def2-TZVPD basis set", "symbols": ["W", "C", "C", "C", "C", "O", "Ge", "O", "C", "C", "C", "C", "O", "C", "C", "C", "C", "H", "H", "H", "H", "H", "H", "H", "H", "H", "H", "H", "H", "H", "H", "H", "H", "H", "H", "H", "H", "H", "H", "H", "H", "H", "H", "H", "O", "Si", "C", "C", "C", "C", "C", "C", "C", "C", "C", "C", "C", "C", "C", "C", "C", "C", "C", "C", "H", "H", "H", "H", "H", "H", "H", "H", "H", "H", "H", "H", "H", "H", "H", "C", "O", "C", "S", "S", "H", "H", "H"], "coordinates": [[1.00198, -0.34063, 0.09863], [4.18537, -2.77053, -0.83243], [4.23343, -1.46885, -0.05426], [4.24222, -1.69646, 1.44420], [5.43154, -0.63243, -0.47183], [3.00540, -0.69833, -0.41084], [3.03660, 0.95846, -1.45324], [1.18907, 0.23849, -1.81597], [0.79643, -0.41304, -3.11106], [-0.53727, 0.20155, -3.48485], [1.87295, -0.07436, -4.12532], [0.69894, -1.91009, -2.88876], [2.05734, 1.45217, 0.20802], [1.71771, 2.87161, 0.55871], [1.95134, 3.72247, -0.67912], [2.66068, 3.27052, 1.67862], [0.26839, 2.92890, 0.98687], [5.07230, -3.36213, -0.60397], [4.17909, -2.57775, -1.90650], [3.30898, -3.36076, -0.56856], [5.16669, -2.19975, 1.72654], [3.41837, -2.34008, 1.75160], [4.20092, -0.74563, 1.97820], [6.34822, -1.15993, -0.20982], [5.45380, 0.33038, 0.04756], [5.45366, -0.46755, -1.55161], [-0.44382, 1.27905, -3.62310], [-1.28599, 0.01663, -2.71375], [-0.89271, -0.23520, -4.41856], [2.00443, 1.00508, -4.22432], [1.57574, -0.45596, -5.10192], [2.83043, -0.54173, -3.87631], [-0.09948, -2.15395, -2.18381], [1.64478, -2.31946, -2.52761], [0.45840, -2.40168, -3.83152], [3.00226, 3.73018, -0.97655], [1.67547, 4.75427, -0.46194], [1.33121, 3.38810, -1.51578], [3.69838, 3.08138, 1.40191], [2.43271, 2.74021, 2.60278], [2.55500, 4.33629, 1.88174], [-0.38576, 2.64763, 0.16240], [0.02035, 3.94762, 1.28547], [0.07194, 2.27949, 1.84342], [-0.72291, 0.05554, 0.21360], [-2.51960, -0.09368, 0.38717], [-2.68483, -1.92799, 0.39247], [-2.83731, -2.59772, 1.61006], [-2.87255, -3.98555, 1.65503], [-2.76030, -4.71960, 0.48402], [-2.61297, -4.06996, -0.73628], [-2.57050, -2.68655, -0.77971], [-3.22968, 0.78903, -1.06275], [-2.99386, 2.16121, -1.21590], [-3.49429, 2.85019, -2.30820], [-4.25469, 2.17935, -3.25849], [-4.53015, 0.82875, -3.10381], [-4.02208, 0.13756, -2.01278], [-2.83526, 0.74985, 1.99241], [-4.01235, 1.49336, 2.12443], [-4.33947, 2.09068, 3.33405], [-3.49252, 1.95791, 4.42417], [-2.32017, 1.21997, 4.31174], [-2.00084, 0.61945, 3.10554], [-2.94526, -2.03291, 2.52968], [-3.00202, -4.49224, 2.60235], [-2.79953, -5.80038, 0.51834], [-2.54108, -4.64487, -1.65047], [-2.46359, -2.19363, -1.74086], [-2.44435, 2.70548, -0.45615], [-3.31223, 3.91198, -2.41110], [-4.65201, 2.71749, -4.10901], [-5.14935, 0.31509, -3.82713], [-4.26269, -0.91235, -1.89691], [-4.67777, 1.61550, 1.27721], [-5.25437, 2.66044, 3.42466], [-3.74723, 2.42467, 5.36631], [-1.66909, 1.10920, 5.16968], [-1.10048, 0.01780, 3.03066], [1.69592, -0.22273, 3.36859], [1.22834, -0.86452, 2.14363], [0.84218, -2.25026, 2.17163], [0.61509, -3.07278, 3.50142], [0.71758, -2.67492, 0.48258], [2.08666, 0.73865, 3.05416], [2.47150, -0.84517, 3.80432], [0.86264, -0.11552, 4.05631]], "lowdin_spin": [0.85, 0.00, 0.00, 0.00, 0.00, 0.01, 0.02, 0.03, 0.01, 0.00, 0.00, 0.01, 0.04, 0.00, 0.00, 0.00, 0.00, 0.00, 0.00, 0.00, 0.00, 0.00, 0.00, 0.00, 0.00, 0.00, 0.00, 0.00, 0.00, 0.00, 0.00, 0.00, 0.00, 0.00, 0.00, 0.00, 0.00, 0.00, 0.00, 0.00, 0.00, 0.00, 0.00, 0.00, -0.03, 0.00, 0.00, 0.00, 0.00, 0.00, 0.00, 0.00, 0.00, 0.00, 0.00, 0.00, 0.00, 0.00, 0.00, 0.00, 0.00, 0.00, 0.00, 0.00, 0.00, 0.00, 0.00, 0.00, 0.00, 0.00, 0.00, 0.00, 0.00, 0.00, 0.00, 0.00, 0.00, 0.00, 0.00, 0.00, 0.01, 0.02, 0.00, 0.01, 0.00, 0.00, 0.00], "e_above_lowest_kcal_mol": 16.9, "fmax_ev_per_a": 0.55, "multiplicity": 2, "gap_ev": [7.009, 6.703], "e_lumo_ev": [-7.13, -7.44], "charge": 2, "energy_ev": -132032.2902}

=====

{"formula": "C33H34BF3O2S", "method": "ωB97M-V with the def2-TZVPD basis set", "symbols": ["C", "C", "C", "C", "C", "B", "C", "C", "C", "C", "C", "F", "F", "F", "C", "C", "O", "C", "C", "C", "C", "C", "C", "O", "S", "H", "H", "H", "H", "H", "H", "H", "H", "H", "H", "H", "H", "H", "H", "H", "H", "H", "H", "H", "H", "H", "C", "C", "C", "C", "C", "C", "C", "C", "C", "C", "C", "C", "C", "C", "C", "H", "H", "H", "H", "H", "H", "H", "H", "H", "H", "H", "H", "H"], "coordinates": [[3.02396, -4.16977, 4.39009], [2.05941, -3.26805, 3.72796], [1.34718, -2.21156, 4.28238], [0.33429, -1.71396, 3.41291], [0.22844, -2.45728, 2.23851], [0.79027, 0.45221, -0.72905], [-0.88302, -2.52557, 1.34261], [-2.09229, -1.86691, 1.64658], [-3.26292, -2.33554, 1.07356], [-3.20717, -3.44320, 0.23263], [-4.47713, -4.18252, -0.07758], [-4.41707, -4.83374, -1.28014], [-4.75468, -5.13342, 0.87170], [-5.56578, -3.35252, -0.13344], [-2.00019, -3.93059, -0.26218], [-0.82857, -3.44280, 0.27960], [0.64496, 1.31356, 0.33138], [1.97185, 1.56734, 0.82540], [2.33535, 2.98572, 0.39548], [1.84740, 1.51284, 2.34771], [2.87841, 0.43174, 0.12301], [3.98759, 0.89376, -0.82268], [3.45358, -0.58458, 1.09467], [1.95423, -0.26063, -0.75752], [1.57329, -3.57423, 2.08685], [3.14919, -3.85328, 5.42481], [2.65061, -5.20138, 4.38138], [3.98640, -4.11479, 3.86985], [1.54572, -1.83211, 5.28484], [-0.34064, -0.89339, 3.64636], [-2.08844, -1.06780, 2.38370], [-4.22578, -1.86214, 1.26399], [-1.99492, -4.66895, -1.06128], [0.13358, -3.80285, -0.06873], [3.26147, 3.28761, 0.89882], [2.48264, 3.06394, -0.68904], [1.52874, 3.66963, 0.68853], [2.82700, 1.61770, 2.82876], [1.22454, 2.35964, 2.67160], [1.37785, 0.57872, 2.68977], [4.79889, 1.41186, -0.30301], [4.41970, -0.01448, -1.26073], [3.60085, 1.52852, -1.63353], [4.25656, -0.13724, 1.69911], [2.69313, -0.99906, 1.76961], [3.89371, -1.41015, 0.52359], [-0.31205, 0.28115, -1.79629], [-1.51297, -0.64544, -1.91394], [-1.40679, -1.75852, -2.76490], [-2.53125, -2.36964, -3.31949], [-3.80799, -1.92325, -2.96767], [-3.93282, -0.91184, -2.01605], [-2.79868, -0.26628, -1.51504], [-0.66290, 1.74376, -1.75801], [-0.11183, 2.69515, -2.54647], [-0.21782, 4.11718, -2.28698], [0.86606, 4.98273, -2.57816], [0.84510, 6.31535, -2.17248], [-0.29641, 6.85174, -1.55674], [-1.41618, 6.03111, -1.35548], [-1.38574, 4.68503, -1.72556], [0.31942, 0.01910, -2.66250], [-0.41196, -2.10559, -3.04136], [-2.41356, -3.19012, -4.03014], [-4.69903, -2.37263, -3.41490], [-4.92401, -0.61683, -1.66857], [-2.92999, 0.57687, -0.84341], [-1.42091, 2.00730, -1.02796], [0.51599, 2.39147, -3.39316], [1.73009, 4.56844, -3.10562], [1.71418, 6.95128, -2.36045], [-0.33649, 7.91480, -1.30956], [-2.32202, 6.45413, -0.91691], [-2.26158, 4.04325, -1.60105]], "mulliken_charge": [-1.29, 0.75, -0.88, -0.43, 0.67, 0.69, 1.34, -0.76, -0.94, 0.23, 0.75, -0.27, -0.29, -0.27, -1.21, -0.65, -0.54, 1.79, -2.11, -1.54, 1.83, -1.93, -1.74, -0.61, -0.21, 0.39, 0.28, 0.30, 0.36, 0.58, 0.27, 0.45, 0.40, 0.40, 0.44, 0.21, 0.52, 0.35, 0.46, 0.07, 0.35, 0.45, 0.33, 0.37, 0.02, 0.49, -0.03, 0.83, -0.17, -0.91, -0.39, -0.97, 0.05, -0.56, -0.62, 0.60, -0.33, -0.58, -0.46, -0.59, -0.42, 0.21, 0.37, 0.41, 0.42, 0.41, 0.37, 0.15, 0.41, 0.35, 0.37, 0.37, 0.37, 0.46], "e_above_lowest_kcal_mol": 0.0, "fmax_ev_per_a": 2.38, "gap_ev": 7.817, "e_lumo_ev": -0.04, "energy_ev": -58534.1652}

=====

{"formula": "C27H46BrN3O11S4", "method": "ωB97M-V with the def2-TZVPD basis set", "symbols": ["C", "C", "C", "Br", "C", "C", "N", "C", "C", "N", "N", "C", "O", "O", "C", "C", "C", "O", "H", "H", "H", "H", "H", "H", "H", "H", "H", "H", "H", "H", "H", "H", "C", "C", "C", "S", "O", "O", "C", "H", "H", "H", "H", "H", "H", "H", "H", "C", "C", "C", "S", "O", "O", "C", "H", "H", "H", "H", "H", "H", "H", "H", "C", "C", "C", "S", "O", "O", "C", "H", "H", "H", "H", "H", "H", "H", "H", "C", "C", "C", "S", "O", "O", "C", "H", "H", "H", "H", "H", "H", "H", "H"], "coordinates": [[-2.30353, -3.19004, -1.00150], [-3.54274, -3.56411, -2.01952], [-3.51429, -2.46729, -3.21015], [-4.78271, -1.00433, -2.61184], [-3.96276, -3.01450, -4.65565], [-4.97754, -4.28923, -4.51991], [-5.58114, -5.29088, -4.18469], [-2.71422, -3.57751, -5.56670], [-3.41917, -4.66795, -6.57100], [-3.90213, -5.50159, -7.32101], [-1.72395, -4.37813, -4.76547], [-0.95464, -5.10463, -5.57179], [-0.09698, -5.62580, -6.33676], [-2.14119, -2.58739, -6.43844], [-1.30394, -1.62466, -5.75458], [-1.90896, -0.12091, -5.67720], [-1.47671, 0.63973, -4.29524], [-3.35465, -0.04252, -5.78773], [-2.69379, -3.28367, 0.09127], [-1.43622, -3.94597, -1.18483], [-1.94198, -2.10613, -1.11420], [-3.33868, -4.64427, -2.35964], [-4.50343, -3.43135, -1.40545], [-2.47786, -1.97934, -3.19643], [-4.57524, -2.22507, -5.25233], [-0.32289, -1.53523, -6.38231], [-0.96714, -1.90657, -4.69556], [-1.46454, 0.49422, -6.54526], [-0.46002, 1.15764, -4.40631], [-2.29082, 1.42451, -4.07380], [-1.42222, -0.07556, -3.38967], [-3.66201, -0.26198, -6.69925], [1.64131, 4.31051, -0.52411], [1.22593, 5.41588, -1.49618], [0.91119, 4.75236, -2.83818], [0.37545, 3.08808, -2.45877], [1.34634, 2.15832, -2.99300], [-1.04076, 2.96899, -2.73263], [0.61168, 3.20179, -0.69589], [1.67622, 4.66866, 0.50561], [2.63356, 3.94266, -0.78749], [0.33037, 5.91907, -1.11499], [2.00634, 6.17345, -1.60417], [0.11531, 5.27667, -3.36960], [1.79929, 4.68591, -3.46997], [0.94527, 2.24109, -0.30184], [-0.34558, 3.48065, -0.24825], [5.95015, 4.28239, 3.69185], [6.20698, 2.95671, 2.97326], [4.91174, 2.56126, 2.26262], [4.05382, 4.08723, 1.90120], [2.82897, 4.12063, 2.66924], [4.07834, 4.31889, 0.47291], [5.23944, 5.16981, 2.67895], [6.87779, 4.73917, 4.04443], [5.30455, 4.11297, 4.56031], [7.00569, 3.09107, 2.23581], [6.52970, 2.17659, 3.66713], [5.11015, 2.02824, 1.33219], [4.27023, 1.95810, 2.90678], [4.72730, 6.01744, 3.13477], [5.93040, 5.51792, 1.90732], [1.84971, -2.28859, 4.00509], [2.49201, -3.23804, 2.99229], [2.55249, -2.50484, 1.65149], [2.64930, -0.76124, 2.03883], [1.44331, -0.11764, 1.57044], [3.96832, -0.26982, 1.69950], [2.54031, -0.94647, 3.80909], [1.96216, -2.65168, 5.02931], [0.78162, -2.19375, 3.79540], [3.50636, -3.48998, 3.32089], [1.93424, -4.17376, 2.90505], [3.43025, -2.79628, 1.07254], [1.64731, -2.67056, 1.06371], [1.98563, -0.11127, 4.23759], [3.55845, -0.96604, 4.20628], [-3.54195, -1.13996, 6.32194], [-4.07725, -0.03415, 5.41084], [-2.96979, 0.31703, 4.41607], [-1.98657, -1.16401, 4.21900], [-0.66372, -0.91269, 4.74739], [-2.19833, -1.70433, 2.89482], [-2.88663, -2.15632, 5.39670], [-4.33642, -1.59420, 6.91839], [-2.79769, -0.72411, 7.00955], [-4.95581, -0.40146, 4.86968], [-4.38776, 0.84463, 5.98130], [-3.37709, 0.61232, 3.44794], [-2.32016, 1.10506, 4.80231], [-2.20429, -2.83106, 5.91399], [-3.63711, -2.72881, 4.84627]], "mulliken_charge": [-0.90, -0.25, -0.16, -0.10, 0.30, -0.11, -0.54, 0.99, -0.19, -0.51, -0.45, 0.72, -0.47, -0.45, -0.65, 0.35, -0.97, -0.56, 0.27, 0.26, 0.23, 0.29, 0.43, -0.24, 0.56, 0.39, 0.36, 0.40, 0.26, 0.26, 0.10, 0.35, -0.23, -0.87, -0.83, 1.37, -0.71, -0.66, -0.74, 0.32, 0.31, 0.32, 0.33, 0.44, 0.37, 0.22, 0.41, -0.58, -0.73, -0.31, 1.43, -0.72, -0.74, -0.86, 0.36, 0.28, 0.31, 0.31, 0.42, 0.05, 0.40, 0.36, -0.09, -0.76, -0.66, 1.17, -0.56, -0.71, -0.88, 0.45, -0.16, 0.33, 0.34, 0.38, 0.31, 0.46, 0.41, -0.55, -0.59, -0.73, 1.26, -0.68, -0.69, -0.76, 0.35, 0.28, 0.30, 0.31, 0.35, 0.38, 0.36, 0.39], "fmax_ev_per_a": 8.74, "gap_ev": 10.169, "e_lumo_ev": 0.23, "energy_ev": -169113.9005}

=====

Number 2 is which compound? C33H34BF3O2S